# 1
Formula: C26H21NO7PSV
Source: OMol25
Level of theory: ωB97M-V with the def2-TZVPD basis set

XYZ file:
```
58
Properties=species:S:1:pos:R:3:forces:R:3:nbo_charge:R:1
V 1.2170 -0.0570 0.6241 -0.3 0.0 0.5 1.21
O 1.3023 1.1423 3.2951 0.0 0.0 -0.1 -0.58
N 0.4908 0.3058 2.4863 0.0 -0.1 -0.1 -0.27
C -0.5748 -0.0226 3.2154 0.2 0.2 0.0 -0.04
C -1.6908 -0.8259 2.8712 -0.2 -0.1 0.2 -0.01
C -2.5640 -1.1455 3.9521 0.1 0.0 -0.1 -0.20
C -3.6405 -1.9760 3.8047 0.0 0.0 0.0 -0.22
C -3.9198 -2.5545 2.5551 0.0 0.0 0.1 -0.26
C -3.1117 -2.2396 1.4860 0.0 0.0 -0.1 -0.17
C -2.0189 -1.3687 1.6023 0.0 0.0 0.0 -0.42
P -1.0778 -0.8990 0.1464 0.2 0.0 0.0 0.94
C -1.0970 -2.3840 -0.9017 0.0 0.1 -0.1 -0.35
C -0.5947 -3.5689 -0.3704 0.0 0.0 0.0 -0.17
C -0.5079 -4.7037 -1.1569 0.0 0.0 0.0 -0.20
C -0.9085 -4.6629 -2.4850 0.0 0.0 0.0 -0.20
C -1.3952 -3.4827 -3.0229 0.0 0.0 0.0 -0.23
C -1.4883 -2.3440 -2.2344 0.0 0.0 0.0 -0.13
C -2.0954 0.3117 -0.7672 0.1 0.1 -0.1 -0.25
C -1.4207 1.2140 -1.5916 0.0 0.0 0.0 -0.20
C -2.1337 2.1461 -2.3337 0.0 0.0 0.0 -0.22
C -3.5181 2.1915 -2.2513 0.0 0.0 0.0 -0.21
C -4.1921 1.3041 -1.4238 0.0 0.0 0.0 -0.21
C -3.4840 0.3677 -0.6850 0.0 0.0 0.1 -0.22
H 2.1491 1.1452 2.8151 0.0 0.0 0.0 0.49
H -0.5450 0.3535 4.2320 0.0 0.0 0.0 0.19
H -2.3421 -0.7239 4.9256 0.0 0.0 0.0 0.20
H -4.2669 -2.1972 4.6605 0.0 0.0 0.0 0.20
H -4.7525 -3.2341 2.4298 0.0 0.0 0.0 0.20
H -3.3169 -2.6834 0.5178 0.0 0.0 0.0 0.22
H -0.2461 -3.5954 0.6552 0.0 0.0 0.0 0.22
H -0.0978 -5.6145 -0.7398 0.0 0.0 0.0 0.21
H -0.8206 -5.5465 -3.1050 0.0 0.0 0.0 0.20
H -1.6901 -3.4388 -4.0640 0.0 0.0 0.0 0.20
H -1.8535 -1.4218 -2.6676 0.0 0.0 0.0 0.21
H -0.3404 1.1771 -1.6632 0.0 0.0 0.0 0.26
H -1.6018 2.8388 -2.9734 0.0 0.0 0.0 0.21
H -4.0725 2.9229 -2.8269 0.0 0.0 0.0 0.20
H -5.2721 1.3430 -1.3509 0.0 0.0 0.0 0.20
H -4.0154 -0.3115 -0.0303 0.0 0.0 0.0 0.22
O 2.1090 -2.6332 -1.9720 -0.1 -0.1 0.0 -0.99
S 2.4530 -1.4608 -1.2121 -0.3 -0.1 -0.1 2.57
O 3.7575 -0.9106 -1.4629 0.4 -0.1 0.0 -0.99
O 1.4042 -0.3495 -1.3697 0.2 -0.2 -0.2 -1.01
O 2.2445 -1.7164 0.3054 0.0 0.1 -0.1 -0.99
O 1.5226 1.9245 0.0420 -0.1 0.2 0.1 -0.67
C 2.7101 1.8761 0.4695 -0.2 0.0 0.0 0.75
O 3.0514 0.9073 1.2136 0.2 0.1 -0.1 -0.71
C 3.6900 2.9283 0.0912 0.0 0.0 0.0 -0.08
C 5.0309 2.7676 0.4130 0.0 0.0 0.0 -0.16
C 5.9465 3.7446 0.0517 0.0 0.0 0.0 -0.23
C 5.5191 4.8779 -0.6263 0.0 0.0 0.0 -0.20
C 4.1775 5.0354 -0.9513 0.0 0.0 0.0 -0.23
C 3.2618 4.0577 -0.5963 0.0 0.0 0.0 -0.17
H 5.3373 1.8664 0.9267 0.0 0.0 0.0 0.24
H 6.9944 3.6177 0.2919 0.0 0.0 0.0 0.21
H 6.2364 5.6389 -0.9090 0.0 0.0 0.0 0.20
H 3.8482 5.9169 -1.4867 0.0 0.0 0.0 0.21
H 2.2140 4.1498 -0.8482 0.0 0.0 0.0 0.23
```
Positions in Å, forces in eV/Å.

Results
Orbital gap (alpha / beta) ... 5.94 / 8.25 eV
Total charge ... -1
2S+1 ... 4
E_LUMO (alpha / beta) ... 2.72 / 2.40 eV
ΔE to the lowest compared entry with this formula, charge and spin ... 0.0 kcal per mole


# 2
Formula: C26H22Cl5N2PPt
Source: OMol25
Level of theory: ωB97M-V with the def2-TZVPD basis set

XYZ file:
```
57
Properties=species:S:1:pos:R:3:forces:R:3:nbo_charge:R:1
Pt 0.0189 -0.1549 0.0345 1.7 1.6 0.6 0.58
Cl 2.3328 -2.2172 1.4949 0.4 -0.4 -0.2 0.02
C 1.2968 -1.3625 2.5689 -0.3 0.1 0.0 -0.12
C 0.3315 -0.5435 1.9991 -0.1 0.2 0.1 -0.23
C -0.4230 0.2189 2.8899 0.2 -0.4 0.0 -0.14
Cl -1.5172 1.3418 2.1775 -0.6 0.5 0.4 0.02
C -0.2684 0.1546 4.2668 0.0 0.0 -0.1 0.01
Cl -1.2128 1.1452 5.3085 0.0 0.0 0.0 0.04
C 0.6966 -0.6983 4.7976 0.0 0.0 -0.1 -0.13
Cl 0.9279 -0.7728 6.4970 0.0 0.0 0.1 0.05
C 1.4951 -1.4541 3.9420 -0.2 0.1 0.1 -0.08
Cl 2.7397 -2.4381 4.5956 0.1 -0.1 0.0 0.05
C -0.9202 -3.0731 0.4203 -0.2 -0.7 0.7 -0.25
N -0.9079 -1.8580 -0.3347 -2.2 -1.1 -4.0 -0.54
C -1.4170 -1.9301 -1.6208 1.4 0.2 3.5 0.15
C -1.1949 -0.8406 -2.4440 -0.1 1.0 -1.4 -0.04
C -1.5428 -0.5281 -3.7974 0.1 -0.3 1.2 -0.20
C -1.0946 0.7541 -4.0231 0.1 0.2 0.1 -0.33
C -0.4780 1.1966 -2.8394 -0.1 -0.7 0.5 0.00
N -0.5216 0.2401 -1.8921 -0.4 -0.1 -1.1 -0.51
C -1.8882 -3.1424 1.5922 0.1 0.1 -0.2 -0.04
C -1.8905 -4.3036 2.3601 0.0 0.1 0.0 -0.16
C -2.7780 -4.4508 3.4085 0.1 -0.1 0.0 -0.22
C -3.6655 -3.4311 3.7086 -0.1 0.0 0.1 -0.22
C -3.6584 -2.2685 2.9607 -0.1 0.1 0.1 -0.20
C -2.7756 -2.1237 1.9022 0.1 0.0 -0.2 -0.22
H 0.0852 -3.2566 0.8249 -0.2 0.0 -0.3 0.23
H -1.1631 -3.9111 -0.2515 0.2 0.1 0.1 0.20
H -1.9588 -2.8132 -1.9251 0.1 -0.2 -0.1 0.21
H -2.0537 -1.1735 -4.4818 -0.2 -0.2 -0.2 0.22
H -1.2017 1.3377 -4.9173 0.0 0.0 -0.2 0.22
H -0.0462 2.1635 -2.6601 0.1 0.1 0.1 0.19
H -1.1923 -5.0961 2.1331 0.1 -0.1 -0.1 0.20
H -2.7782 -5.3635 3.9864 0.0 -0.1 0.1 0.21
H -4.3612 -3.5503 4.5255 -0.1 0.0 0.1 0.21
H -4.3503 -1.4727 3.1983 0.0 0.1 0.0 0.21
H -2.7784 -1.2142 1.3147 0.0 0.0 0.0 0.22
C 1.0669 3.3258 -0.1557 -0.1 -0.4 0.1 -0.94
P 1.5143 1.5803 0.1935 0.2 -0.1 -0.1 1.09
C 2.8676 1.2794 -1.0067 -0.2 0.0 0.2 -0.95
C 2.3743 1.6851 1.7930 -0.1 0.0 -0.1 -0.38
C 1.8942 2.5293 2.7895 0.1 0.0 -0.1 -0.15
C 2.4929 2.5511 4.0353 0.0 0.0 0.1 -0.22
C 3.5631 1.7159 4.3075 0.0 -0.1 0.1 -0.20
C 4.0252 0.8477 3.3321 0.1 0.0 0.0 -0.20
C 3.4413 0.8369 2.0784 0.0 0.2 -0.1 -0.21
H 0.2787 3.6527 0.5186 -0.1 0.0 0.0 0.25
H 0.7001 3.3927 -1.1765 0.0 0.0 0.0 0.24
H 1.9360 3.9697 -0.0420 0.1 0.0 0.0 0.24
H 3.7376 1.8905 -0.7706 0.0 0.0 0.0 0.24
H 2.5083 1.5131 -2.0081 0.0 0.0 0.0 0.25
H 3.1368 0.2232 -0.9834 0.0 0.0 0.0 0.25
H 1.0412 3.1611 2.5993 -0.1 0.1 0.0 0.21
H 2.1141 3.2132 4.7987 0.0 0.1 0.1 0.22
H 4.0271 1.7301 5.2824 0.0 0.0 0.1 0.22
H 4.8356 0.1676 3.5541 0.1 0.0 0.0 0.22
H 3.8044 0.1503 1.3287 0.1 0.0 0.0 0.22
```
Positions in Å, forces in eV/Å.

Results
Orbital gap ... 7.80 eV
E_LUMO ... -0.02 eV


Max |F| for every record listed, in sequence, given in eV Å⁻¹: 0.6, 4.7.